90
Properties=species:S:1:pos:R:3 method="wB97M-V/def2-TZVPD" e_lumo_ev=4.09 e_homo_ev=-1.8 gap_ev=5.88 largest_force_ev_per_a=0.5 total_energy_ev=-121039.824 total_charge=-2
La 0.187 -0.119 0.561
C -0.966 1.900 -3.481
C 0.501 2.127 -3.200
N 1.231 1.012 -2.587
C 2.621 1.486 -2.451
C 3.649 0.446 -2.054
C 1.139 -0.213 -3.389
C 1.156 -1.479 -2.535
N -0.003 -1.577 -1.655
C -1.001 -2.409 -1.956
C -2.011 -2.610 -0.978
F -1.874 -1.894 0.181
C -3.083 -3.452 -1.104
F -3.943 -3.555 -0.065
C -3.296 -4.197 -2.257
C -2.362 -3.998 -3.255
F -2.516 -4.653 -4.439
C -1.275 -3.155 -3.142
F -0.504 -3.016 -4.256
H -1.430 2.848 -3.763
H -1.140 1.202 -4.301
H -1.481 1.533 -2.605
H 1.009 2.416 -4.143
H 0.617 2.982 -2.526
H 2.922 1.951 -3.411
H 2.620 2.275 -1.693
H 3.816 -0.298 -2.833
H 4.599 0.951 -1.866
H 3.376 -0.074 -1.138
H 0.199 -0.204 -3.945
H 1.945 -0.242 -4.142
H 1.249 -2.335 -3.203
H 2.044 -1.488 -1.903
H -4.131 -4.866 -2.369
S 8.299 -0.097 1.473
C 6.628 -0.115 1.279
S 5.646 1.275 1.376
C 4.089 0.530 1.167
C 4.107 -0.816 1.009
S 2.734 -1.843 0.719
S 5.700 -1.528 1.051
S 2.686 1.572 1.173
C 0.497 4.295 3.208
C -0.426 5.128 2.605
C -1.307 4.591 1.689
C -1.244 3.231 1.380
N -0.281 2.445 1.896
C 0.536 2.970 2.810
C -2.268 2.578 0.517
C -3.530 3.169 0.401
C -4.538 2.525 -0.297
C -4.276 1.294 -0.889
C -3.005 0.746 -0.774
C -1.957 1.343 -0.058
H 1.199 4.649 3.949
H -0.467 6.184 2.850
H -2.047 5.210 1.204
H 1.266 2.292 3.223
H -3.753 4.106 0.899
H -5.525 2.970 -0.359
H -5.052 0.769 -1.435
H -2.832 -0.203 -1.272
C 0.163 -3.879 1.133
Si -0.003 -3.101 2.852
C -1.298 -4.285 3.570
C 1.558 -3.482 3.824
C -0.346 -1.298 2.936
Si -1.661 -0.627 4.007
C -2.905 -1.828 4.776
C -2.832 0.645 3.256
C -0.865 0.257 5.470
H 0.844 -4.730 1.234
H 0.548 -3.279 0.311
H -0.808 -4.270 0.821
H -0.934 -5.283 3.310
H -2.284 -4.169 3.124
H -1.404 -4.236 4.650
H 1.746 -4.558 3.850
H 1.458 -3.125 4.850
H 2.415 -2.993 3.368
H 0.594 -0.884 3.349
H -3.450 -2.412 4.037
H -3.627 -1.209 5.313
H -2.461 -2.525 5.483
H -3.243 0.347 2.291
H -2.351 1.609 3.112
H -3.668 0.784 3.948
H -0.278 -0.436 6.075
H -1.624 0.719 6.106
H -0.190 1.042 5.127